Entry 1:
Molecular formula: C5H12N2O
Method: DFT, ωB97M-V/def2-TZVPD

CARTESIAN COORDINATES (ANGSTROEM)
1 C -2.26 -1.03 -0.96
2 N -1.55 -0.27 0.06
3 C -0.16 -0.64 0.32
4 C 0.22 -0.27 1.73
5 C 0.74 -0.01 -0.75
6 N 1.06 1.37 -0.44
7 C 2.34 1.76 -0.18
8 O 3.30 1.01 -0.14
9 H -1.54 -1.60 -1.55
10 H -2.79 -0.37 -1.65
11 H -2.95 -1.77 -0.55
12 H -2.07 -0.14 0.92
13 H -0.10 -1.73 0.19
14 H 0.01 0.78 1.97
15 H -0.34 -0.91 2.42
16 H 1.28 -0.47 1.90
17 H 1.69 -0.53 -0.82
18 H 0.27 -0.09 -1.73
19 H 0.43 2.07 -0.78
20 H 2.42 2.84 0.03

Summary:
**HOMO**: -8.752 eV
**Lowest unoccupied orbital energy**: 0.0353 Eh
**ΔE to the lowest compared entry with this formula, charge and spin**: 26.2 kcal per mole
**Orbital gap**: 9.71 eV
**Maximum force**: 1.0 eV/A
**Calculated total energy**: -382.46081 a.u.

Listed below, in e, are the Löwdin charges computed for each atom:
1 C -0.13
2 N -0.10
3 C -0.41
4 C -0.06
5 C -0.16
6 N 0.03
7 C -0.36
8 O 0.01
9 H 0.07
10 H 0.07
11 H 0.08
12 H 0.10
13 H 0.13
14 H 0.08
15 H 0.08
16 H 0.09
17 H 0.12
18 H 0.12
19 H 0.13
20 H 0.13


Entry 2:
Molecular formula: C5H17NO2
Method: DFT, ωB97M-V/def2-TZVPD

CARTESIAN COORDINATES (ANGSTROEM)
1 C -2.11 0.98 -0.61
2 N -1.24 -0.16 -0.78
3 C -1.22 -1.14 0.28
4 C 0.18 -1.22 1.02
5 C 0.79 -2.60 0.97
6 C -0.03 -0.55 2.39
7 H -2.02 1.70 -1.41
8 H -3.14 0.62 -0.45
9 H -1.98 1.53 0.34
10 H -0.39 0.00 -1.29
11 H -1.94 -0.94 1.06
12 H -1.48 -2.12 -0.13
13 H 0.81 -0.51 0.46
14 H 0.44 -3.17 0.12
15 H 1.87 -2.55 0.79
16 H 0.61 -3.12 1.92
17 H -0.64 0.36 2.26
18 H -0.63 -1.24 2.99
19 H 0.83 -0.11 2.90
20 O 1.66 2.78 -0.11
21 H 1.53 2.23 -0.90
22 H 0.78 3.08 0.12
23 O 1.38 1.14 -2.68
24 H 2.29 1.06 -2.30
25 H 1.11 0.21 -2.72

Summary:
**HOMO**: -8.221 eV
**Lowest unoccupied orbital energy**: 0.0165 Eh
**ΔE to the lowest compared entry with this formula, charge and spin**: 31.8 kcal per mole
**Orbital gap**: 8.67 eV
**Maximum force**: 2.1 eV/A
**Calculated total energy**: -405.89174 a.u.

Listed below, in e, are the Löwdin charges computed for each atom:
1 C -0.15
2 N -0.13
3 C -0.21
4 C -0.40
5 C -0.08
6 C -0.08
7 H 0.08
8 H 0.08
9 H 0.06
10 H 0.07
11 H 0.10
12 H 0.10
13 H 0.11
14 H 0.07
15 H 0.07
16 H 0.08
17 H 0.07
18 H 0.08
19 H 0.07
20 O -0.06
21 H -0.02
22 H 0.03
23 O -0.06
24 H 0.07
25 H 0.04


Entry 3:
Molecular formula: C4H12ClN2
Method: DFT, ωB97M-V/def2-TZVPD

CARTESIAN COORDINATES (ANGSTROEM)
1 C 0.55 -0.56 2.67
2 C 0.61 0.27 1.39
3 C -0.01 -0.49 0.21
4 C 0.05 0.33 -1.07
5 N -0.40 -0.55 -2.28
6 N -0.74 1.48 -0.99
7 Cl -0.76 2.44 -2.47
8 H -0.48 -0.80 2.93
9 H 1.10 -1.50 2.55
10 H 0.99 -0.02 3.49
11 H 1.65 0.50 1.16
12 H 0.08 1.21 1.54
13 H 0.53 -1.42 0.07
14 H -1.05 -0.72 0.45
15 H 1.08 0.63 -1.30
16 H 0.31 -1.23 -2.55
17 H -1.27 -1.04 -2.07
18 H -0.56 0.13 -3.05
19 H -1.69 1.34 -0.67

Summary:
**Charge**: +1
**HOMO**: -14.391 eV
**Lowest unoccupied orbital energy**: -0.1314 Eh
**ΔE to the lowest compared entry with this formula, charge and spin**: 0.0 kcal per mole
**Orbital gap**: 10.82 eV
**Maximum force**: 1.2 eV/A
**Calculated total energy**: -729.03189 a.u.

Listed below, in e, are the Löwdin charges computed for each atom:
1 C -0.09
2 C -0.25
3 C -0.17
4 C -0.43
5 N 0.21
6 N -0.37
7 Cl 0.67
8 H 0.08
9 H 0.08
10 H 0.08
11 H 0.12
12 H 0.11
13 H 0.13
14 H 0.13
15 H 0.16
16 H 0.17
17 H 0.17
18 H 0.10
19 H 0.10


Repeat the second record exactly.
Molecular formula: C5H17NO2
Method: DFT, ωB97M-V/def2-TZVPD

CARTESIAN COORDINATES (ANGSTROEM)
1 C -2.11 0.98 -0.61
2 N -1.24 -0.16 -0.78
3 C -1.22 -1.14 0.28
4 C 0.18 -1.22 1.02
5 C 0.79 -2.60 0.97
6 C -0.03 -0.55 2.39
7 H -2.02 1.70 -1.41
8 H -3.14 0.62 -0.45
9 H -1.98 1.53 0.34
10 H -0.39 0.00 -1.29
11 H -1.94 -0.94 1.06
12 H -1.48 -2.12 -0.13
13 H 0.81 -0.51 0.46
14 H 0.44 -3.17 0.12
15 H 1.87 -2.55 0.79
16 H 0.61 -3.12 1.92
17 H -0.64 0.36 2.26
18 H -0.63 -1.24 2.99
19 H 0.83 -0.11 2.90
20 O 1.66 2.78 -0.11
21 H 1.53 2.23 -0.90
22 H 0.78 3.08 0.12
23 O 1.38 1.14 -2.68
24 H 2.29 1.06 -2.30
25 H 1.11 0.21 -2.72

Summary:
**HOMO**: -8.221 eV
**Lowest unoccupied orbital energy**: 0.0165 Eh
**ΔE to the lowest compared entry with this formula, charge and spin**: 31.8 kcal per mole
**Orbital gap**: 8.67 eV
**Maximum force**: 2.1 eV/A
**Calculated total energy**: -405.89174 a.u.

Listed below, in e, are the Löwdin charges computed for each atom:
1 C -0.15
2 N -0.13
3 C -0.21
4 C -0.40
5 C -0.08
6 C -0.08
7 H 0.08
8 H 0.08
9 H 0.06
10 H 0.07
11 H 0.10
12 H 0.10
13 H 0.11
14 H 0.07
15 H 0.07
16 H 0.08
17 H 0.07
18 H 0.08
19 H 0.07
20 O -0.06
21 H -0.02
22 H 0.03
23 O -0.06
24 H 0.07
25 H 0.04


Among the records above, which one has the lowest ΔE to the lowest compared entry with this formula, charge and spin?
C4H12ClN2


The lowest maximum force belongs to which entry?
C5H12N2O